{"formula": "C25H33BrNOPtS2Te", "method": "ωB97M-V with the def2-TZVPD basis set", "de_lowest_ev": 0.4763, "lumo_energy_ev": -3.632, "charge": 1, "homo_energy_ev": -10.43, "symbols": ["Pt", "C", "C", "C", "C", "C", "C", "C", "Br", "C", "O", "C", "C", "C", "C", "C", "C", "H", "H", "H", "H", "H", "H", "H", "H", "H", "H", "H", "H", "H", "H", "H", "H", "H", "H", "H", "H", "C", "Te", "C", "C", "C", "C", "C", "C", "C", "H", "H", "H", "H", "H", "H", "H", "H", "S", "C", "N", "C", "C", "S", "H", "H", "H", "H", "H"], "positions_angstrom": [[0.4383, 0.6016, -0.0008], [3.1172, -4.3987, -5.2017], [2.2064, -4.7766, -4.0258], [2.7885, -5.9975, -3.3000], [0.8327, -5.1531, -4.5791], [2.1253, -3.6032, -3.0517], [0.9373, -2.9788, -2.7276], [0.9755, -1.9242, -1.8306], [-0.6920, -1.0874, -1.3539], [2.1181, -1.4295, -1.2169], [2.1069, -0.3931, -0.3539], [3.3406, -2.0626, -1.5483], [3.2920, -3.1179, -2.4441], [4.6624, -1.5949, -0.9285], [5.8478, -2.4303, -1.4195], [4.9397, -0.1343, -1.3140], [4.6030, -1.7409, 0.6001], [3.1822, -5.2295, -5.9066], [4.1294, -4.1644, -4.8700], [2.7254, -3.5296, -5.7337], [2.8504, -6.8453, -3.9845], [2.1588, -6.2847, -2.4560], [3.7924, -5.8015, -2.9215], [0.9368, -5.9927, -5.2671], [0.3791, -4.3284, -5.1333], [0.1475, -5.4607, -3.7865], [-0.0065, -3.2922, -3.1502], [4.2223, -3.6029, -2.6994], [5.9779, -2.3593, -2.5008], [5.7483, -3.4827, -1.1471], [6.7595, -2.0553, -0.9529], [5.0334, -0.0379, -2.3976], [5.8810, 0.1899, -0.8655], [4.1481, 0.5305, -0.9732], [4.4172, -2.7803, 0.8780], [3.8181, -1.1232, 1.0308], [5.5571, -1.4395, 1.0376], [0.6390, 2.8496, 3.1434], [1.8230, 1.5700, 1.9210], [1.3415, 0.1125, 3.3990], [1.1569, 0.9279, 4.6538], [1.3171, 0.3681, 5.9156], [1.1298, 1.1446, 7.0479], [0.7901, 2.4852, 6.9240], [0.6370, 3.0501, 5.6678], [0.8156, 2.2743, 4.5287], [-0.3927, 2.8009, 2.7966], [1.0010, 3.8712, 3.0600], [2.1507, -0.6104, 3.4723], [0.4334, -0.3974, 3.0798], [1.5930, -0.6746, 6.0119], [1.2601, 0.7067, 8.0282], [0.6551, 3.0939, 7.8078], [0.3816, 4.0982, 5.5714], [-1.5109, 1.9463, 0.3769], [-0.5889, 3.0526, -0.5558], [-0.5855, 3.0898, -1.8715], [0.1184, 4.1987, -2.5152], [1.1486, 4.6478, -1.4880], [0.3433, 4.3585, 0.1176], [-1.2312, 2.4982, -2.3772], [-0.5965, 4.9906, -2.7488], [0.5916, 3.8607, -3.4347], [1.4133, 5.6963, -1.5885], [2.0474, 4.0340, -1.5308]], "lowdin_charge": [0.40, -0.04, -0.56, -0.04, -0.07, -0.16, -0.07, -0.51, 0.86, -0.37, -0.44, -0.08, 0.04, -0.53, -0.06, -0.04, -0.03, 0.09, 0.08, 0.09, 0.09, 0.09, 0.08, 0.09, 0.09, 0.09, 0.10, 0.10, 0.09, 0.09, 0.09, 0.09, 0.09, 0.07, 0.10, 0.05, 0.09, -0.41, 1.43, -0.36, -0.30, -0.03, -0.06, -0.06, -0.03, -0.29, 0.03, 0.05, 0.07, 0.07, 0.12, 0.11, 0.11, 0.12, 0.55, -1.10, -0.04, -0.19, -0.38, 0.95, 0.15, 0.13, 0.13, 0.09, 0.09]}